Entry from OMol25: a molecular structure, C29H18CrF5N7OS (ωB97M-V/def2-TZVPD).

Properties
* expectation value of S²: 3.781
* HOMO-LUMO gap (alpha / beta): 6.436 / 6.409 eV
* E_tot: -3516.36336 Eh
* total charge: +1
* spin multiplicity: 4

XYZ file:
```
62
C29H18CrF5N7OS, DFT ωB97M-V/def2-TZVPD
Cr -0.336 -0.491 -0.485
S -2.354 -0.256 0.808
F -3.036 4.365 4.436
F -4.463 0.238 2.753
F -0.912 4.323 2.719
F -0.568 2.305 1.038
F -4.802 2.297 4.418
O 1.194 -0.838 -1.563
N -0.602 2.503 -3.402
N 2.670 1.137 2.174
N -0.112 -2.207 0.506
N 1.043 -0.058 1.030
N -1.477 -1.788 -1.652
N -0.654 1.180 -1.668
N 0.597 -2.266 1.681
C 1.960 -0.936 3.123
C -1.792 3.319 2.734
C -2.866 3.345 3.603
C 1.979 -1.863 4.169
C -0.009 1.448 -2.805
C -2.830 -3.797 -2.984
C -2.170 -1.515 -2.750
C -2.112 -4.086 -1.830
C 1.709 1.164 -4.573
C -1.664 2.921 -2.630
C 1.816 0.976 1.168
C 2.781 0.506 -5.128
C -3.576 1.232 2.718
C 3.301 -0.613 -4.472
C -1.448 -3.059 -1.190
C -2.860 -2.496 -3.449
C 2.729 0.221 3.228
C 3.518 0.464 4.346
C 1.659 -0.388 -2.707
C 3.526 -0.464 5.366
C 1.161 -1.127 1.921
C -2.495 1.165 1.834
C -1.691 2.093 -1.563
C -1.629 2.248 1.873
C 2.754 -1.050 -3.289
C -3.764 2.289 3.589
C -0.676 -3.252 0.045
C 2.755 -1.626 5.282
C 1.129 0.737 -3.368
H 3.149 -1.913 -2.770
H -2.381 2.072 -0.740
H 1.377 -2.756 4.081
H -2.287 3.751 -2.905
H -0.312 2.913 -4.272
H -0.607 -4.208 0.552
H 4.144 -1.142 -4.898
H 2.768 -2.340 6.093
H -2.071 -5.088 -1.427
H 4.111 1.367 4.411
H 1.320 2.033 -5.090
H 1.764 1.767 0.432
H 3.213 0.853 -6.055
H -3.358 -4.581 -3.508
H -2.180 -0.480 -3.066
H -3.412 -2.229 -4.338
H 4.133 -0.284 6.243
H 3.243 1.966 2.205
```

=====

Entry from OMol25: a molecular structure, C3H4FeO3 at a distorted geometry (ωB97M-V/def2-TZVPD).

Properties
* expectation value of S²: 12.008
* HOMO-LUMO gap (alpha / beta): 4.823 / 6.250 eV
* E_tot: -1605.20814 Eh
* total charge: +2
* spin multiplicity: 7

XYZ file:
```
11
C3H4FeO3, DFT ωB97M-V/def2-TZVPD
Fe -3.183 -1.329 0.884
O -1.446 -0.900 1.548
O -0.749 1.179 1.307
O 0.535 -0.659 0.685
C 1.244 0.521 -1.235
C 0.831 -0.619 -0.668
C -0.562 -0.096 1.300
H 0.877 -1.609 -1.126
H -0.166 1.660 0.599
H 0.598 1.398 -1.298
H 2.021 0.455 -1.997
```

=====

Entry from OMol25: C2H4N2OS in the gas phase at a distorted geometry (ωB97M-V/def2-TZVPD).

Properties
* HOMO-LUMO gap: 9.183 eV
* SMILES: O=CN/C=N\S
* E_tot: -661.51481 Eh

XYZ file:
```
10
C2H4N2OS, DFT ωB97M-V/def2-TZVPD
S 0.068 2.487 0.399
O -1.696 -0.072 0.719
N 0.294 -0.863 -0.080
N 0.843 1.486 -0.678
C -0.993 -0.992 0.420
C 0.905 0.242 -0.786
H -1.383 -2.033 0.464
H 0.812 -1.733 -0.249
H 1.677 -0.151 -1.480
H -0.526 1.628 1.269
```

=====

Entry from OMol25: 2 unconnected molecules or ions with the total composition C6H15O4 at a distorted geometry (ωB97M-V/def2-TZVPD).

Properties
* HOMO-LUMO gap: 5.735 eV
* E_tot: -538.48002 Eh
* total charge: -1

XYZ file:
```
25
C6H15O4, DFT ωB97M-V/def2-TZVPD
O -0.135 1.286 2.753
O -0.473 -1.001 -0.705
O 0.399 1.936 -1.254
O 0.686 -2.990 -0.979
C -0.389 0.165 0.286
C 0.502 1.352 -2.531
C -1.273 1.706 3.391
C -0.659 1.461 -0.456
C 1.990 -2.460 -0.952
C -0.244 -2.276 -0.211
H -2.205 1.513 2.801
H -1.441 1.204 4.376
H 0.665 0.160 0.615
H 1.250 1.925 -3.093
H -1.262 -0.016 0.940
H 2.034 -1.472 -1.440
H -0.860 2.247 0.286
H -1.579 1.349 -1.059
H -1.174 -2.863 -0.259
H -1.296 2.804 3.607
H -0.462 1.402 -3.067
H 0.820 0.300 -2.476
H 2.642 -3.153 -1.497
H 2.355 -2.359 0.085
H 0.108 -2.217 0.839
```